{"formula": "C3H11NO2", "method": "ωB97M-V with the def2-TZVPD basis set", "total_energy_ev": -8873.5183, "smiles": "CCO.NCO", "lumo_energy_ha": 0.029, "orbital_gap_ev": 11.04, "charge": 0, "de_lowest_kj_mol": 93.7, "e_homo_ev": -10.24, "elements": ["C", "C", "O", "H", "H", "H", "H", "H", "H", "N", "C", "O", "H", "H", "H", "H", "H"], "coordinates": [[-0.516592, -1.414669, -1.604719], [0.709265, -1.210747, -2.471971], [0.577231, -0.150989, -3.439615], [-1.417987, -1.818672, -2.077993], [-0.779384, -0.454943, -1.148815], [-0.334931, -2.079412, -0.754081], [1.503219, -0.850897, -1.802353], [0.925976, -2.120956, -3.023002], [-0.354857, -0.192302, -3.735991], [-0.473006, 2.238651, 2.969655], [-0.039171, 0.883943, 2.798413], [0.093772, 0.195969, 1.501653], [0.340422, 2.784016, 2.714512], [-1.279229, 2.506778, 2.417831], [-0.667511, 0.169829, 3.340537], [0.958029, 0.767303, 3.249042], [0.754754, 0.747096, 1.066896]], "forces_ev_per_angstrom": [[-0.499, 0.378, 0.654], [-0.265, 0.536, 0.034], [-1.226, -0.309, 0.148], [0.267, 0.121, -0.432], [-0.099, -0.055, -0.051], [0.323, 0.001, -0.186], [0.142, -0.632, -0.394], [0.562, -0.242, 0.221], [0.791, 0.199, 0.024], [0.884, -0.551, -0.805], [0.163, -2.390, 0.784], [-0.218, 1.817, 0.513], [-0.421, 0.714, -0.036], [0.063, -0.124, -0.018], [-0.237, 0.403, -0.044], [-0.258, 0.462, 0.130], [0.029, -0.330, -0.542]], "nbo_charge": [-0.6528, -0.0666, -0.7224, 0.1999, 0.2182, 0.2275, 0.1752, 0.1622, 0.4583, -0.8264, 0.0651, -0.7313, 0.3540, 0.3707, 0.1647, 0.1521, 0.4515]}

{"formula": "C3H11NO2", "method": "ωB97M-V with the def2-TZVPD basis set", "total_energy_ev": -8873.8073, "smiles": "CNCCO.O", "lumo_energy_ha": 0.028, "orbital_gap_ev": 9.72, "charge": 0, "de_lowest_kj_mol": 65.8, "e_homo_ev": -8.95, "elements": ["C", "N", "C", "C", "O", "H", "H", "H", "H", "H", "H", "H", "H", "H", "O", "H", "H"], "coordinates": [[2.384236, 0.391665, 0.098202], [1.549123, -0.720751, -0.319413], [0.153286, -0.551781, -0.028389], [-0.460902, 0.355177, -1.100074], [-1.872979, 0.560483, -0.914747], [2.331676, 1.192585, -0.643142], [2.076572, 0.803227, 1.071489], [3.412442, 0.048224, 0.200429], [1.913807, -1.592214, 0.031076], [-0.040312, -0.148773, 0.977131], [-0.386666, -1.492536, -0.108985], [-0.408248, -0.217508, -2.029031], [0.061721, 1.297301, -1.262281], [-2.011617, 1.302479, -0.315677], [-2.716792, -0.696486, 1.579213], [-3.528040, -0.355180, 1.964392], [-2.457309, -0.175909, 0.799800]], "forces_ev_per_angstrom": [[-0.127, -0.036, 0.093], [0.437, -0.267, -0.063], [-0.544, 0.577, -0.228], [-0.472, -0.723, -0.456], [0.179, 0.228, 0.435], [0.189, 0.017, 0.109], [0.008, 0.018, -0.022], [0.044, 0.137, -0.163], [-0.120, -0.015, 0.108], [0.051, 0.040, 0.047], [0.130, -0.192, 0.134], [0.163, 0.227, -0.040], [0.029, 0.071, 0.236], [0.146, 0.180, -0.205], [0.337, -0.158, 0.174], [0.062, 0.190, -0.309], [-0.511, -0.294, 0.150]], "nbo_charge": [-0.4133, -0.6296, -0.2499, -0.0699, -0.7304, 0.1856, 0.1651, 0.2042, 0.3661, 0.1639, 0.2110, 0.1847, 0.1663, 0.4631, -0.9670, 0.4693, 0.4808]}

{"formula": "C3H11NO2", "method": "ωB97M-V with the def2-TZVPD basis set", "total_energy_ev": -8867.7806, "lumo_energy_ha": -0.126, "orbital_gap_ev": 4.57, "charge": 0, "de_lowest_kj_mol": 647.3, "e_homo_ev": -8.00, "elements": ["C", "C", "C", "N", "H", "H", "H", "H", "H", "H", "H", "H", "H", "O", "H", "H", "O"], "coordinates": [[1.067981, -1.484956, 0.198488], [0.485494, -0.196003, 0.824987], [-1.181515, 1.334535, -0.019301], [-0.209687, 0.458803, -0.242482], [0.315016, -2.225625, -0.063186], [1.894384, -1.886908, 0.777593], [1.533284, -1.136614, -0.726013], [-0.223467, -0.373888, 1.628559], [1.405996, 0.370469, 1.066498], [-0.848970, 2.270846, 0.432862], [-1.848108, 1.457870, -0.865883], [-2.410145, -0.131677, -0.337500], [-3.864615, -0.297526, -0.159141], [-3.131476, -0.716682, -0.631008], [0.518000, 0.836178, -0.917716], [3.683764, 1.068055, -0.501853], [2.814068, 0.653131, -0.464912]], "forces_ev_per_angstrom": [[-0.058, 0.385, -0.649], [0.982, -0.494, 0.135], [1.711, 1.136, -2.013], [0.116, 0.669, 0.655], [-0.089, -0.102, 0.320], [-0.220, -0.053, 0.319], [0.092, -0.185, 0.096], [0.212, 0.110, 0.198], [-0.078, 0.123, 0.192], [-1.159, -0.441, 2.162], [0.138, 0.553, -0.326], [-0.305, -1.016, -0.341], [-0.293, -0.414, -0.219], [0.072, 0.796, 0.571], [-0.007, -1.296, -1.207], [-0.209, 0.179, -0.273], [-0.905, 0.049, 0.381]], "nbo_charge": [-0.6019, -0.2770, -0.0449, -0.4848, 0.2016, 0.2331, 0.2583, 0.1991, 0.3041, 0.2321, 0.1828, 0.4434, 0.4633, -0.9121, 0.4949, 0.4335, -1.1256]}

{"formula": "C3H11NO2", "method": "ωB97M-V with the def2-TZVPD basis set", "total_energy_ev": -8873.4991, "smiles": "C=CCN.O.O", "lumo_energy_ha": 0.027, "orbital_gap_ev": 9.80, "charge": 0, "de_lowest_kj_mol": 95.6, "e_homo_ev": -9.06, "elements": ["C", "C", "C", "N", "H", "H", "H", "H", "H", "H", "H", "O", "H", "H", "O", "H", "H"], "coordinates": [[1.375208, -0.054069, 1.705703], [0.180893, -0.092333, 1.129342], [-0.266451, -1.083626, 0.083260], [-0.755751, -0.636370, -1.212771], [1.550314, 0.485599, 2.623636], [2.173114, -0.655012, 1.295707], [-0.659977, 0.450364, 1.552891], [0.567309, -1.799817, -0.008006], [-1.083946, -1.654702, 0.531546], [-1.085620, -1.324469, -1.848873], [-0.188320, 0.077291, -1.644906], [-2.946967, 0.858925, 0.247614], [-3.105565, 1.379771, -0.541280], [-2.069463, 0.530267, 0.053927], [1.964180, 0.831248, -1.392978], [2.144396, 1.500461, -2.035673], [2.206638, 1.186466, -0.539134]], "forces_ev_per_angstrom": [[-0.347, -0.281, -0.312], [-1.064, 0.059, -0.031], [0.975, -1.395, -0.400], [-0.049, 1.894, 0.987], [0.083, 0.257, -0.085], [0.231, -0.118, 0.068], [0.248, 0.397, 0.183], [-0.049, 0.023, -0.150], [-0.004, 0.018, 0.181], [-0.024, -0.561, -0.141], [0.300, -0.367, -0.067], [-0.289, 0.354, 0.222], [-0.340, 0.160, -0.112], [0.347, -0.495, -0.266], [-0.295, -0.813, 0.137], [0.276, 0.694, -0.522], [0.002, 0.175, 0.308]], "nbo_charge": [-0.4136, -0.1732, -0.2648, -0.8757, 0.2070, 0.1937, 0.2002, 0.1669, 0.2050, 0.3761, 0.3873, -0.9498, 0.4617, 0.4755, -0.9501, 0.4717, 0.4821]}

{"formula": "C3H11NO2", "method": "ωB97M-V with the def2-TZVPD basis set", "total_energy_ev": -8873.2445, "smiles": "C=CNC.O.O", "lumo_energy_ha": 0.033, "orbital_gap_ev": 9.11, "charge": 0, "de_lowest_kj_mol": 120.1, "e_homo_ev": -8.21, "elements": ["C", "C", "N", "C", "H", "H", "H", "H", "H", "H", "H", "O", "H", "H", "O", "H", "H"], "coordinates": [[-1.641788, 0.932727, 0.575041], [-1.089960, -0.233632, 0.204690], [-0.461555, -1.144275, 0.992649], [0.104747, -2.357885, 0.435611], [-1.974726, 1.065666, 1.599112], [-2.209070, 1.559111, -0.084235], [-1.336846, -0.667707, -0.754331], [-0.313669, -1.070133, 1.987079], [0.592111, -2.916176, 1.235734], [-0.661636, -3.044519, 0.047975], [0.822686, -2.154552, -0.355153], [1.414343, -0.176428, -1.782234], [0.754136, 0.229245, -1.203220], [1.361579, 0.349908, -2.584990], [1.139784, 2.620002, -0.078077], [1.210465, 1.871356, 0.534167], [0.214744, 2.751882, -0.305049]], "forces_ev_per_angstrom": [[-0.817, -0.279, 0.612], [-0.974, -0.263, 0.496], [0.503, -0.734, 0.242], [-0.305, -0.570, 0.001], [0.907, 0.345, 0.330], [-0.035, -0.128, -0.657], [0.695, 0.396, -0.632], [-0.331, 0.705, -0.225], [0.141, 0.166, -0.059], [0.014, 0.240, -0.060], [0.088, 0.045, -0.032], [-0.241, -0.078, 0.050], [0.225, 0.063, -0.069], [0.124, 0.045, -0.030], [0.518, 0.028, -0.029], [-0.454, 0.374, -0.313], [-0.056, -0.353, 0.375]], "nbo_charge": [-0.5899, 0.0051, -0.6101, -0.4150, 0.2004, 0.2055, 0.2051, 0.3931, 0.2045, 0.1832, 0.2188, -0.9466, 0.4721, 0.4726, -0.9509, 0.4758, 0.4765]}

{"formula": "C3H11NO2", "method": "ωB97M-V with the def2-TZVPD basis set", "total_energy_ev": -8873.7760, "smiles": "C/C=C/N.O.O", "lumo_energy_ha": 0.029, "orbital_gap_ev": 8.87, "charge": 0, "de_lowest_kj_mol": 68.8, "e_homo_ev": -8.09, "elements": ["C", "C", "C", "N", "H", "H", "H", "H", "H", "H", "H", "O", "H", "H", "O", "H", "H"], "coordinates": [[0.155887, 1.347980, -1.009238], [0.329600, 0.825337, 0.370134], [1.253692, -0.062901, 0.738640], [1.481872, -0.510246, 2.027534], [0.168604, 2.415304, -0.920230], [0.879060, 1.054153, -1.763291], [-0.763816, 1.116781, -1.536162], [-0.312203, 1.298036, 1.105480], [1.796318, -0.555605, -0.058567], [1.254027, 0.120954, 2.783750], [2.438517, -0.806135, 2.139805], [-3.266171, -0.665705, 0.666564], [-2.322175, -0.465457, 0.658423], [-3.651539, 0.221509, 0.697653], [0.543671, -1.735106, -1.789821], [0.296119, -2.324980, -2.512693], [-0.281465, -1.273921, -1.597973]], "forces_ev_per_angstrom": [[-0.058, 0.011, -0.711], [-0.024, -0.376, 0.094], [-0.827, 0.456, -0.497], [0.658, -0.292, 0.372], [0.077, 0.825, -0.314], [0.651, -0.121, 0.378], [-0.734, -0.187, 0.366], [0.066, 0.004, 0.277], [0.317, -0.074, 0.217], [-0.244, 0.081, -0.249], [0.007, -0.239, 0.130], [0.112, 0.562, -0.040], [0.127, -0.247, 0.042], [-0.138, -0.302, -0.007], [-0.289, -0.163, -0.328], [0.181, -0.002, 0.083], [0.118, 0.063, 0.187]], "nbo_charge": [-0.6409, -0.3301, 0.0126, -0.8048, 0.2112, 0.2229, 0.1941, 0.1816, 0.2090, 0.3713, 0.3706, -0.9354, 0.4712, 0.4642, -0.9409, 0.4705, 0.4730]}

{"formula": "C3H11NO2", "method": "ωB97M-V with the def2-TZVPD basis set", "total_energy_ev": -8865.4593, "s_squared": 0.75, "multiplicity": 2, "lumo_energy_ha": [-0.119, -0.289], "orbital_gap_ev": [11.21, 6.58], "charge": 1, "de_lowest_kj_mol": 62.9, "e_homo_ev": [-14.44, -14.44], "elements": ["C", "N", "C", "C", "O", "H", "H", "H", "H", "H", "H", "H", "H", "H", "H", "H", "O"], "coordinates": [[-0.892442, -1.841020, -1.691348], [0.039990, -1.576762, -0.618905], [0.011654, -0.416424, 0.179619], [-0.584473, -0.671117, 1.602240], [-0.493659, 0.525022, 2.325986], [-1.596439, -2.604974, -1.331091], [-1.366414, -0.926177, -2.024273], [-0.355034, -2.270886, -2.545486], [0.362454, -2.434423, -0.170557], [-0.536131, 0.360059, -0.347999], [1.016208, -0.043389, 0.425991], [0.014815, -1.384050, 2.160720], [-1.617247, -0.998144, 1.543009], [-1.082572, 1.189626, 1.948752], [2.050005, 3.026440, -0.621751], [1.016632, 3.896930, -1.260184], [1.659941, 3.214523, -1.479461]], "forces_ev_per_angstrom": [[0.420, 0.037, -0.151], [-0.806, -0.630, 0.295], [0.399, 0.472, -0.133], [-0.302, 0.671, 0.776], [0.171, -0.118, -0.349], [-0.062, 0.192, -0.155], [-0.184, 0.046, 0.140], [0.036, -0.096, 0.152], [0.553, 0.179, -0.090], [-0.001, 0.069, 0.015], [0.050, -0.241, -0.322], [0.040, -0.259, -0.172], [-0.188, -0.290, -0.217], [-0.108, -0.008, 0.159], [0.314, -0.035, 0.020], [-0.028, 0.138, -0.263], [-0.305, -0.126, 0.296]], "lowdin_spin": [0.0780, 0.6028, 0.0979, 0.0700, 0.0410, 0.0328, -0.0001, 0.0281, 0.0104, 0.0000, 0.0350, -0.0002, 0.0036, 0.0004, 0.0000, 0.0000, 0.0003]}

{"formula": "C3H11NO3", "method": "ωB97M-V with the def2-TZVPD basis set", "total_energy_ev": -10920.1046, "s_squared": 0.75, "multiplicity": 2, "lumo_energy_ha": [0.139, 0.136], "orbital_gap_ev": [3.22, 6.91], "charge": -1, "de_lowest_kj_mol": 130.3, "e_homo_ev": [0.57, -3.20], "elements": ["C", "N", "C", "C", "O", "H", "H", "H", "H", "H", "H", "H", "H", "H", "O", "H", "H", "O"], "coordinates": [[-0.560647, -0.574890, -1.869758], [-0.605232, 0.168615, -0.618496], [0.589182, 0.956722, -0.334283], [1.439359, 0.327396, 0.758368], [2.124359, 1.040956, 1.562728], [-1.130952, -1.475107, -1.676144], [-0.975944, -0.038063, -2.723542], [0.472892, -0.840862, -2.082901], [-1.439545, 0.730760, -0.524270], [0.311017, 1.936474, 0.048039], [1.248854, 1.182297, -1.180230], [1.281263, -0.758819, 0.909471], [-1.759055, 2.219691, 2.410106], [-0.290831, 2.665752, 2.419308], [-1.098574, 2.677397, 1.882736], [0.850250, -3.164979, 0.562940], [-0.603230, -3.262311, 0.092151], [0.146828, -3.791036, 0.363769]], "forces_ev_per_angstrom": [[-0.217, 0.173, 0.826], [0.461, 0.104, -0.447], [0.669, 0.118, 1.167], [-0.301, -0.464, -0.293], [0.273, 0.381, 0.351], [-0.170, -0.511, -0.597], [-0.070, 0.064, -0.332], [-0.031, -0.084, 0.006], [0.106, -0.027, -0.140], [-0.204, 0.248, 0.114], [-0.419, -0.177, -0.734], [-0.147, 0.100, 0.133], [0.101, -0.095, 0.031], [0.041, -0.283, -0.346], [-0.131, 0.319, 0.265], [-0.046, 0.295, -0.055], [-0.013, 0.364, -0.008], [0.098, -0.524, 0.061]], "lowdin_spin": [0.0113, 0.0112, 0.0836, 0.4371, 0.2979, 0.0008, 0.0038, 0.0110, -0.0003, 0.0135, 0.0239, 0.0557, 0.0025, 0.0082, 0.0159, 0.0080, 0.0012, 0.0148]}